Version P
Molecular formula: C5H7NS2
Method: DFT, the ωB97M-V functional and the def2-TZVPD basis

Properties
**HOMO-LUMO gap**: 8.7 eV
**Highest occupied orbital energy**: -8.229 eV
**LUMO**: 0.5 eV

Structure (ORCA input):
```
! RIJCOSX wB97M-V def2-TZVPD def2/J DEFGRID3
* xyz 0 1
C -1.39 -0.15 0.02
C 0.27 1.56 -0.23
C 1.00 0.35 0.45
C 0.69 -1.74 -0.15
C -0.15 -0.75 0.72
H -1.68 1.57 -1.15
H 0.46 2.66 0.26
H 0.54 1.82 -1.32
H 1.69 0.68 1.25
H 0.17 -2.11 -0.94
H 0.96 -2.49 0.66
H -0.52 -0.98 1.80
N -1.14 1.07 -0.30
S -2.88 -0.81 -0.41
S 1.98 -0.70 -0.68
*
```



Version Q
Molecular formula: C5H7NS2
Method: DFT, the ωB97M-V functional and the def2-TZVPD basis

Properties
**HOMO-LUMO gap**: 8.8 eV
**Highest occupied orbital energy**: -8.368 eV
**LUMO**: 0.5 eV

Structure (ORCA input):
```
! RIJCOSX wB97M-V def2-TZVPD def2/J DEFGRID3
* xyz 0 1
C -2.20 -1.12 0.31
C -1.06 -0.34 -0.56
C 1.48 0.23 0.07
C 0.53 1.35 -0.07
C -0.78 1.10 -0.18
H -3.01 -0.27 0.34
H -1.91 -1.38 1.42
H -2.36 -2.04 -0.21
H -1.41 -0.43 -1.48
H 1.09 2.46 -0.18
H -1.67 1.82 -0.05
H 4.55 -0.09 0.55
N 2.57 0.64 0.32
S 0.61 -1.16 -0.08
S 3.57 -0.76 -0.19
*
```



Which is most stable, and by how much? version P, by 42.4 kcal/mol.